No. 1
Computed, not measured: one molecule with the formula C3H10N2O, with ωB97M-V/def2-TZVPD.

Values from the calculation:
2S+1: 1
Orbital gap (eV): 9.745
ΔE to the lowest compared entry with this formula, charge and spin (kcal per mole): 34.0
HOMO (eV): -8.94
Total charge: 0

The geometry in XYZ format:
```
16
C3H10N2O, DFT ωB97M-V/def2-TZVPD
O -1.22 -2.69 -0.18
N 0.10 0.62 -0.99
N 0.89 2.15 0.75
C -0.38 -1.57 0.05
C -0.95 -0.26 -0.49
C 1.18 0.97 -0.12
H -2.00 -2.57 0.39
H -0.20 -1.47 1.11
H -1.50 -0.54 -1.38
H 0.12 1.88 1.36
H -1.63 0.21 0.21
H -0.23 1.45 -1.47
H 2.05 1.27 -0.73
H 1.67 2.18 1.41
H 0.60 -1.73 -0.39
H 1.50 0.10 0.46
```

---

No. 2
Computed, not measured: a 3-piece molecular cluster, C3H10N2O overall, with ωB97M-V/def2-TZVPD.

Values from the calculation:
2S+1: 1
Orbital gap (spin up / spin down) (eV): 8.058 / 6.975
ΔE to the lowest compared entry with this formula, charge and spin (kcal per mole): 166.1
HOMO (spin up / spin down) (eV): -7.61 / -6.72
Total charge: 0

The geometry in XYZ format:
```
16
C3H10N2O, DFT ωB97M-V/def2-TZVPD
O 2.83 0.30 0.88
N -1.67 -0.29 -0.38
N 0.38 -0.93 0.09
C -2.57 0.35 0.53
C 2.38 -0.04 -0.38
C 0.30 0.14 -0.71
H 2.54 0.79 -1.06
H 0.19 1.17 -0.37
H 0.31 -0.60 1.06
H -3.09 -0.34 1.21
H -2.01 1.06 1.16
H -3.35 0.94 0.03
H -2.12 -1.02 -0.93
H 0.34 -0.02 -1.78
H 2.71 -1.00 -0.77
H 2.85 -0.49 1.43
```

---

No. 3
Computed, not measured: a 2-piece molecular cluster, C3H10N2O overall, with ωB97M-V/def2-TZVPD.

Values from the calculation:
2S+1: 1
Orbital gap (eV): 9.934
ΔE to the lowest compared entry with this formula, charge and spin (kcal per mole): 43.0
HOMO (eV): -9.30
Total charge: 0

The geometry in XYZ format:
```
16
C3H10N2O, DFT ωB97M-V/def2-TZVPD
O 0.85 -1.74 1.32
N -0.31 1.67 -1.75
N 0.39 1.25 0.50
C 0.51 1.18 -0.94
C 0.40 -2.99 0.79
C -1.49 2.35 -1.22
H -2.12 1.66 -0.66
H 1.11 -3.79 1.01
H 0.36 -2.88 -0.29
H -0.57 -3.26 1.20
H 1.38 0.66 -1.32
H 0.35 0.29 0.85
H 1.11 -1.88 2.24
H -2.05 2.76 -2.06
H 1.29 1.56 0.85
H -1.20 3.15 -0.53
```

---

No. 4
Computed, not measured: a 2-piece molecular cluster, C3H10N2O overall, with ωB97M-V/def2-TZVPD.

Values from the calculation:
2S+1: 1
Orbital gap (eV): 10.136
ΔE to the lowest compared entry with this formula, charge and spin (kcal per mole): 58.7
HOMO (eV): -9.51
Total charge: 0

The geometry in XYZ format:
```
16
C3H10N2O, DFT ωB97M-V/def2-TZVPD
O -0.36 -1.60 1.34
N -0.03 2.94 -0.30
N 0.79 1.13 1.00
C 0.55 -2.17 -0.92
C 0.21 2.26 0.88
C -0.79 -1.86 -0.05
H -0.49 2.70 1.60
H 0.97 -1.19 -1.28
H -1.29 -1.01 -0.50
H -1.46 -2.65 -0.05
H 0.13 -2.77 -1.76
H 1.54 1.03 0.30
H -0.60 3.87 -0.23
H -0.34 -0.66 1.29
H 0.10 2.57 -1.31
H 1.08 -2.58 -0.03
```

---

No. 5
Computed, not measured: a 2-piece molecular cluster, C3H10N2O overall, with ωB97M-V/def2-TZVPD.

Values from the calculation:
2S+1: 1
Orbital gap (eV): 10.025
ΔE to the lowest compared entry with this formula, charge and spin (kcal per mole): 16.8
HOMO (eV): -9.27
Total charge: 0

The geometry in XYZ format:
```
16
C3H10N2O, DFT ωB97M-V/def2-TZVPD
O 0.07 0.31 -2.68
N 0.65 -0.18 1.46
N 0.80 2.33 -2.03
C -0.74 -0.51 1.29
C -0.92 -2.00 1.08
C 0.74 0.98 -1.92
H 1.32 0.50 -1.13
H 1.25 2.89 -1.32
H 0.89 0.80 1.53
H -0.13 -2.37 0.43
H -1.27 0.04 0.50
H 1.10 -0.63 0.68
H 0.21 2.80 -2.70
H -1.89 -2.20 0.63
H -0.76 -2.55 2.01
H -1.33 -0.22 2.17
```

---

No. 6
Computed, not measured: a 2-piece molecular cluster, C3H10N2O overall, with ωB97M-V/def2-TZVPD.

Values from the calculation:
2S+1: 1
Orbital gap (eV): 7.959
ΔE to the lowest compared entry with this formula, charge and spin (kcal per mole): 40.4
HOMO (eV): -7.08
Total charge: 0

The geometry in XYZ format:
```
16
C3H10N2O, DFT ωB97M-V/def2-TZVPD
O -0.68 -0.63 2.06
N -1.35 1.34 -0.79
N 1.39 -1.03 -1.69
C 0.51 0.14 2.21
C -0.19 0.77 -1.37
C 0.22 -0.47 -1.12
H -1.59 0.91 0.10
H 1.39 -0.49 2.33
H 1.32 -2.03 -1.86
H 0.42 0.83 3.05
H -1.25 2.33 -0.63
H 0.34 1.41 -2.07
H 1.67 -0.57 -2.54
H 0.64 0.68 1.29
H -0.77 -1.21 2.82
H -0.31 -1.11 -0.44
```

---

No. 7
Computed, not measured: C3H10N2O as an isolated structure, with ωB97M-V/def2-TZVPD.

Values from the calculation:
2S+1: 1
Orbital gap (eV): 5.172
ΔE to the lowest compared entry with this formula, charge and spin (kcal per mole): 227.6
HOMO (eV): -8.06
Total charge: 0

The geometry in XYZ format:
```
16
C3H10N2O, DFT ωB97M-V/def2-TZVPD
O 1.88 -0.07 -0.80
N -3.90 0.21 0.56
N 3.40 0.49 1.28
C -1.70 -0.45 -0.39
C -0.56 -0.11 -1.02
C 0.73 -0.26 -0.20
H -0.55 0.37 -2.00
H -1.97 -1.53 -0.39
H 2.72 0.33 0.49
H 0.77 -1.24 0.35
H 3.75 1.40 1.50
H -4.46 -0.34 -0.10
H -4.34 1.12 0.50
H 0.45 0.46 0.59
H 3.47 -0.13 2.07
H -2.60 -0.03 0.26
```

---

No. 8
Computed, not measured: a 2-piece molecular cluster, C3H10N2O overall, with ωB97M-V/def2-TZVPD.

Values from the calculation:
2S+1: 1
Orbital gap (eV): 9.361
ΔE to the lowest compared entry with this formula, charge and spin (kcal per mole): 71.0
HOMO (eV): -8.69
Total charge: 0

The geometry in XYZ format:
```
16
C3H10N2O, DFT ωB97M-V/def2-TZVPD
O -3.11 4.34 -2.34
N -0.82 -0.10 -1.89
N 0.34 -1.17 0.02
C -0.64 -0.36 -0.64
C 0.93 -1.79 1.32
C 2.37 -1.21 1.46
H 0.31 -1.28 2.10
H -3.39 3.43 -1.98
H 2.94 -1.15 0.56
H -1.29 0.09 0.13
H -1.26 0.79 -2.13
H 2.20 -0.11 1.79
H 0.78 -2.96 1.32
H 2.68 -1.65 2.39
H -3.07 4.81 -1.50
H 1.04 -1.67 -0.61
```

---

No. 9
Computed, not measured: a 2-piece molecular cluster, C3H10N2O2 overall, with ωB97M-V/def2-TZVPD.

Values from the calculation:
2S+1: 1
Orbital gap (spin up / spin down) (eV): 8.600 / 8.600
ΔE to the lowest compared entry with this formula, charge and spin (kcal per mole): 147.0
HOMO (spin up / spin down) (eV): -8.83 / -8.83
Total charge: 0

The geometry in XYZ format:
```
17
C3H10N2O2, DFT ωB97M-V/def2-TZVPD
O -1.81 -0.42 -0.94
O 1.15 0.86 2.13
N 0.59 -0.55 -0.89
N 1.46 0.61 0.98
C -0.36 0.18 -0.16
C -3.04 0.12 -0.58
C 2.78 -0.02 0.88
H -3.07 1.21 -0.71
H -0.74 -0.27 0.75
H 0.38 -1.54 -0.82
H 2.66 -1.10 0.75
H 3.31 0.30 -0.03
H -3.79 -0.29 -1.27
H 0.74 -0.21 -1.82
H -3.35 -0.18 0.44
H 3.55 0.07 1.64
H -0.46 1.25 -0.37
```

---

No. 10
Computed, not measured: a 2-piece molecular cluster, C3H10N2O2 overall, with ωB97M-V/def2-TZVPD.

Values from the calculation:
2S+1: 1
Orbital gap (eV): 9.900
ΔE to the lowest compared entry with this formula, charge and spin (kcal per mole): 39.7
HOMO (eV): -9.34
Total charge: 0

The geometry in XYZ format:
```
17
C3H10N2O2, DFT ωB97M-V/def2-TZVPD
O -3.69 0.96 5.23
O 2.14 -0.31 0.57
N 0.41 -0.52 -0.99
N -0.87 1.32 -1.79
C 1.58 -0.89 -0.39
C 2.33 -1.91 -1.19
C -0.04 0.80 -0.80
H -2.81 1.34 5.22
H -1.19 2.32 -1.65
H 1.61 -2.52 -1.85
H -1.78 0.81 -1.90
H 2.85 -2.64 -0.65
H 0.17 -0.86 -1.91
H -3.97 0.92 4.30
H 2.97 -1.20 -1.81
H -0.45 0.88 0.24
H 0.74 1.50 -0.64
```